(1)
Entry from the Open Molecules 2025 dataset: a molecular structure, C27H39BCoN12O2P (ωB97M-V/def2-TZVPD).

```
! wB97M-V def2-TZVPD RIJCOSX def2/J DEFGRID3
* xyz 0 3
Co 0.13521 -0.03529 -0.19409
C -2.29644 -1.48527 -3.30591
C -1.14675 -0.85651 -2.80454
N -1.24328 -0.69690 -1.49765
N -2.44301 -1.18603 -1.12090
C -3.09199 -1.67322 -2.20458
B -2.95558 -1.19022 0.32629
N -2.38287 -2.47463 1.08980
C -3.03428 -3.39095 1.81507
C -2.12804 -4.28980 2.36245
C -0.89480 -3.86065 1.92632
N -1.05972 -2.77349 1.16523
N -2.56471 0.06913 1.12675
C -3.35043 0.70884 2.02529
C -2.60275 1.68425 2.63624
C -1.33798 1.57021 2.04092
N -1.32470 0.59963 1.14477
N -4.49049 -1.18105 0.23229
C -5.14234 -0.18285 -0.41526
C -6.48818 -0.43448 -0.35192
C -6.57302 -1.63840 0.36856
N -5.37861 -2.08185 0.71530
H -2.51463 -1.74778 -4.32523
H -0.27552 -0.48424 -3.31572
H -4.07454 -2.10303 -2.11279
H -4.10659 -3.34454 1.86672
H -2.34924 -5.13251 2.99104
H 0.10199 -4.23530 2.08168
H -4.37817 0.42306 2.16670
H -2.92074 2.38069 3.39073
H -0.44414 2.14302 2.22193
H -4.59658 0.62755 -0.86921
H -7.28757 0.15508 -0.76373
H -7.45039 -2.19925 0.64817
O 2.04526 0.38588 0.52652
P 3.38061 -0.28305 0.57133
N 3.57905 -1.07755 1.98631
C 4.83808 -1.66131 2.46128
C 4.65425 -1.67835 3.97361
C 3.16930 -2.00500 4.11777
C 2.51460 -1.19178 3.00014
N 3.71738 -1.17114 -0.77877
C 4.26929 -2.53725 -0.63999
C 4.00534 -3.18463 -1.99588
C 2.69539 -2.54298 -2.44422
C 2.84267 -1.10148 -1.97701
N 4.63646 0.80790 0.59554
C 4.95363 1.49472 -0.67722
C 5.45247 2.87091 -0.24657
C 4.62244 3.14757 1.00423
C 4.63195 1.79095 1.69948
H 5.68417 -1.05855 2.12974
H 4.97208 -2.68019 2.08579
H 4.85916 -0.68638 4.38329
H 5.30805 -2.39806 4.46484
H 2.76628 -1.74834 5.09649
H 3.00753 -3.07234 3.95029
H 2.22425 -0.19775 3.35430
H 1.62741 -1.66986 2.59679
H 3.74498 -3.08198 0.14703
H 5.33403 -2.49782 -0.40044
H 3.94489 -4.26956 -1.91644
H 4.80689 -2.93597 -2.69543
H 1.85368 -3.01222 -1.93932
H 2.54031 -2.60673 -3.52118
H 1.88910 -0.62449 -1.75205
H 3.33347 -0.49190 -2.74165
H 4.06134 1.60066 -1.30479
H 5.69640 0.93298 -1.24335
H 5.32604 3.61745 -1.02938
H 6.51274 2.82254 0.01378
H 3.59932 3.40129 0.71820
H 5.01986 3.94734 1.62803
H 3.76843 1.65110 2.35130
H 5.53535 1.67237 2.30691
N 1.14254 -2.58160 0.54772
C 0.06952 -1.99063 0.58487
C 0.70591 2.92266 -0.45936
C 0.39274 1.59690 -1.14943
O 0.48760 1.58062 -2.36712
H -0.12449 3.61121 -0.63340
H 1.59960 3.35342 -0.91403
H 0.86332 2.80583 0.61118
*
```

Summary:
* maximum force: 0.0135 Eh/bohr
* Kohn-Sham gap (spin up / spin down): 7.43 / 7.27 eV
* DFT total energy: -98202.7693 eV

---

(2)
Entry from the Open Molecules 2025 dataset: 3 unconnected molecules or ions with the total composition C31H68BrIN7O7P5S at a distorted geometry (ωB97M-V/def2-TZVPD).

```
! wB97M-V def2-TZVPD RIJCOSX def2/J DEFGRID3
* xyz 0 1
C 1.25048 -3.52986 -1.34684
C 0.81419 -2.17430 -1.97154
N -0.01765 -1.47939 -0.98013
C -0.61882 -0.17541 -1.42423
C -2.09421 -0.59309 -1.78031
C -2.94924 0.28112 -2.67897
C -2.57803 0.69664 -3.95654
C -3.40182 1.45514 -4.75949
C -4.66712 1.82014 -4.32155
C -5.07860 1.39249 -3.06821
C -6.46228 1.72706 -2.55173
C -4.22901 0.63614 -2.27258
O -0.06467 0.13037 -2.67920
S 1.02712 1.09429 -3.42139
O 1.63105 0.23334 -4.40111
O 2.20621 1.30398 -2.33079
C 1.97964 1.10975 -0.93225
C 0.77658 1.78647 -0.25537
C 1.29871 2.32130 1.10911
C 2.32829 1.52436 1.93501
P 0.30711 3.51987 -1.01345
C -0.92728 3.40017 -2.38943
C 1.75605 4.21922 -1.93063
C 3.07849 4.35056 -1.17098
C -0.47447 0.79245 -0.16238
P -0.45656 -0.50253 1.29927
O 1.02230 -1.13557 1.57721
Br -0.67248 0.63822 3.25938
P -2.11217 1.77106 0.14296
O -1.69533 2.89344 1.24630
I -3.76712 0.41088 1.42078
H 0.93974 -3.56994 -0.29928
H 0.79572 -4.38113 -1.84919
H 2.33464 -3.63309 -1.34044
H 1.73647 -1.64138 -2.18823
H 0.27998 -2.42740 -2.88978
H -0.76133 -2.12765 -0.74952
H -1.90762 -1.46785 -2.41936
H -2.61145 -1.01297 -0.91957
H -1.61237 0.41754 -4.35297
H -3.08855 1.77936 -5.74381
H -5.34196 2.41748 -4.92112
H -6.33626 2.27170 -1.61276
H -7.03483 2.30666 -3.26934
H -6.96736 0.79923 -2.27839
H -4.63589 0.31737 -1.32129
H 2.92647 1.40584 -0.49064
H 1.93446 0.02839 -0.76194
H 0.48772 2.63806 1.75757
H 1.79232 3.27786 0.91961
H 1.95410 1.16826 2.89095
H 2.76787 0.65281 1.45386
H 3.18194 2.15855 2.19145
H -1.30978 2.38731 -2.48253
H -0.48923 3.64880 -3.35974
H -1.75366 4.09217 -2.23561
H 1.42096 5.22442 -2.20262
H 1.91910 3.71012 -2.88134
H 3.08836 5.26470 -0.57447
H 3.90494 4.44220 -1.87761
H 3.32133 3.52779 -0.50294
H 1.53331 -1.26126 0.77203
H -2.15134 3.71216 1.00223
O -3.80066 5.78166 3.05996
P -3.77937 5.65066 4.54716
N -3.42937 4.00047 4.74740
C -3.92709 3.07460 5.73902
C -2.07014 3.67080 4.34463
N -5.46042 6.04132 4.87810
C -6.43953 5.00039 5.15021
C -6.02770 6.96657 3.89671
N -3.21944 6.20350 6.09694
C -4.06673 6.17629 7.27013
C -2.57759 7.52708 5.98577
H -3.40664 3.15755 6.70653
H -3.78114 2.05377 5.37732
H -4.99399 3.17195 5.90498
H -1.32796 3.98937 5.09471
H -1.82590 4.15424 3.40028
H -1.96341 2.59863 4.18210
H -6.46155 4.22280 4.37412
H -7.43518 5.44458 5.21018
H -6.28174 4.53255 6.12193
H -6.33723 6.45889 2.97555
H -5.31715 7.74518 3.62615
H -6.90780 7.45144 4.32620
H -4.91401 6.86679 7.20468
H -3.45283 6.46609 8.12587
H -4.43926 5.17686 7.48813
H -3.30512 8.32105 5.76636
H -1.83407 7.52029 5.18503
H -2.05484 7.78277 6.90811
O 3.14480 -7.83189 -3.28449
P 4.55563 -8.01157 -2.84076
N 4.36204 -8.29570 -1.17010
C 5.19770 -7.85913 -0.07433
C 3.74321 -9.58196 -0.88611
N 5.16087 -6.40038 -3.19612
C 5.32326 -5.40612 -2.14966
C 4.47000 -5.77542 -4.32550
N 6.10689 -8.76891 -3.02838
C 7.34205 -8.05843 -2.77192
C 6.20130 -9.46367 -4.32692
H 6.09274 -8.48640 0.06263
H 4.62334 -7.90574 0.85397
H 5.50597 -6.82455 -0.16995
H 4.45222 -10.41417 -1.01503
H 2.89342 -9.75216 -1.54872
H 3.36300 -9.60798 0.13546
H 4.40487 -5.26608 -1.56118
H 5.59443 -4.44078 -2.58252
H 6.14921 -5.64104 -1.47795
H 3.50673 -5.33931 -4.03503
H 4.28517 -6.49047 -5.12453
H 5.09365 -4.97498 -4.73031
H 7.52676 -7.24752 -3.48389
H 8.15888 -8.77900 -2.85261
H 7.38787 -7.65961 -1.76006
H 6.24438 -8.75917 -5.16897
H 5.33351 -10.11125 -4.47316
H 7.08670 -10.09921 -4.36235
*
```

Summary:
* maximum force: 0.1176 Eh/bohr
* Kohn-Sham gap: 7.95 eV
* DFT total energy: -193432.7573 eV